1.
Below is an isolated molecule of C3H6N2O at a distorted geometry, with properties calculated with wB97M-V/def2-TZVPD.

Summary:
- Energy above the lowest of the compared OMol25 structures with the same formula, charge and spin: 59.6 kcal per mole
- Gap between HOMO and LUMO: 10.86 eV
- SMILES string: [H]/N=C(/N)[C@@H]1CO1
- HOMO: -9.837 eV

```
! RIJCOSX wB97M-V def2-TZVPD def2/J DEFGRID3
* xyz 0 1
C 0.718 0.497 0.293
C -0.614 0.474 -0.315
C -1.400 -0.791 -0.220
H 1.470 -1.128 -0.697
H 2.360 -0.553 0.580
H 0.354 2.143 0.767
H -1.020 1.488 -0.538
H -2.480 -0.828 -0.298
H -1.128 -1.577 0.608
N 1.368 -0.736 0.264
N 1.098 1.494 0.961
O -0.727 -0.483 -1.405
*
```

---

2.
Below is a cluster of 2 separate species, C3H6N2O in total at a distorted geometry, with properties calculated with wB97M-V/def2-TZVPD.

Summary:
- Energy above the lowest of the compared OMol25 structures with the same formula, charge and spin: 21.6 kcal per mole
- Gap between HOMO and LUMO: 10.10 eV
- SMILES string: c1c[nH]cn1.O
- HOMO: -9.356 eV

```
! RIJCOSX wB97M-V def2-TZVPD def2/J DEFGRID3
* xyz 0 1
O 1.816 -2.655 0.008
H 1.874 -3.241 -0.780
H 1.468 -1.804 -0.341
N 0.353 -0.161 -0.266
C -0.743 0.179 -0.892
C 0.490 0.780 0.796
C -0.665 1.519 0.904
N -1.423 1.173 -0.246
H -1.271 -0.386 -1.661
H 1.379 0.802 1.427
H -0.926 2.317 1.599
H -2.351 1.477 -0.548
*
```

---

3.
Below is an isolated molecule of C3H6N2O at a distorted geometry, with properties calculated with wB97M-V/def2-TZVPD.

Summary:
- Energy above the lowest of the compared OMol25 structures with the same formula, charge and spin: 29.0 kcal per mole
- Gap between HOMO and LUMO: 9.59 eV
- SMILES string: NC1=NCCO1
- HOMO: -8.560 eV

```
! RIJCOSX wB97M-V def2-TZVPD def2/J DEFGRID3
* xyz 0 1
N -0.861 -1.880 -0.757
C -0.293 -0.711 -0.370
O 0.910 -0.666 0.251
N -0.912 0.394 -0.559
C -0.292 1.331 0.369
C 1.140 0.837 0.303
H -1.792 -1.750 -1.121
H -0.530 -2.804 -0.573
H -0.509 2.360 0.061
H -0.706 1.195 1.383
H 1.585 1.238 -0.628
H 1.811 0.928 1.149
*
```

---

4.
Below is an isolated molecule of C3H6N2O2 at a distorted geometry, with properties calculated with wB97M-V/def2-TZVPD.

Summary:
- Energy above the lowest of the compared OMol25 structures with the same formula, charge and spin: 126.6 kcal per mole
- Gap between HOMO and LUMO: 9.45 eV
- SMILES string: C=C1O[C@]1(O)NN
- HOMO: -8.600 eV

```
! RIJCOSX wB97M-V def2-TZVPD def2/J DEFGRID3
* xyz 0 1
N -1.230 -0.469 -0.238
C -0.377 0.691 -0.250
C 0.675 0.574 0.732
N -0.803 -1.770 -0.626
C 1.731 0.308 1.436
O -0.055 1.106 -1.534
O -0.572 1.628 0.733
H -0.759 1.705 -1.816
H -2.054 -0.397 0.350
H 0.204 -1.888 -0.675
H -1.152 -1.910 -1.573
H 2.408 -0.486 1.162
H 1.983 0.906 2.299
*
```

---

5.
Below is a structure of composition C3H6N2O2 at a distorted geometry, with properties calculated with wB97M-V/def2-TZVPD.

Summary:
- Energy above the lowest of the compared OMol25 structures with the same formula, charge and spin: 94.6 kcal per mole
- Gap between HOMO and LUMO: 10.00 eV
- HOMO: -9.161 eV

```
! RIJCOSX wB97M-V def2-TZVPD def2/J DEFGRID3
* xyz 0 1
N 0.712 1.458 -0.983
C 0.482 0.128 -0.728
O 1.041 -0.777 -1.559
C 1.137 -0.967 -0.068
O -0.103 -0.481 1.999
C -1.141 -0.272 1.380
N -1.208 0.096 0.076
H 0.733 1.696 -1.972
H 0.042 1.995 -0.457
H 2.117 -0.909 0.397
H 0.478 -1.771 0.228
H -2.111 -0.413 1.912
H -2.181 0.216 -0.225
*
```

---

6.
Below is an isolated molecule of C3H6N2O2 at a distorted geometry, with properties calculated with wB97M-V/def2-TZVPD.

Summary:
- Energy above the lowest of the compared OMol25 structures with the same formula, charge and spin: 126.8 kcal per mole
- Gap between HOMO and LUMO (spin up / spin down): 7.53 / 7.54 eV
- SMILES string: C/C(O)=C(\N)N=O
- HOMO (spin up / spin down): -7.875 / -7.865 eV

```
! RIJCOSX wB97M-V def2-TZVPD def2/J DEFGRID3
* xyz 0 1
C 1.115 -0.503 0.923
C -0.889 0.332 -0.436
C 0.503 0.062 -0.318
N -1.846 -0.371 0.291
O 1.258 -0.001 -1.438
N -1.174 1.441 -1.093
O -0.310 2.338 -0.785
H 2.184 -0.181 -1.217
H -1.954 -1.334 -0.003
H -2.737 0.107 0.344
H 1.468 -1.529 0.774
H 1.971 0.121 1.201
H 0.413 -0.481 1.755
*
```

---

7.
Below is an isolated molecule of C3H6N2O2, with properties calculated with wB97M-V/def2-TZVPD.

Summary:
- Energy above the lowest of the compared OMol25 structures with the same formula, charge and spin: 29.6 kcal per mole
- Gap between HOMO and LUMO: 10.64 eV
- SMILES string: [H]/N=C/OCC(N)=O
- HOMO: -9.765 eV

```
! RIJCOSX wB97M-V def2-TZVPD def2/J DEFGRID3
* xyz 0 1
N 0.137 -0.793 -1.695
C 0.393 -1.289 -0.451
O 0.201 -2.445 -0.125
C 1.035 -0.288 0.522
O 0.117 0.129 1.536
C -0.785 1.049 1.179
N -0.900 1.515 0.006
H -0.382 -1.406 -2.310
H -0.066 0.197 -1.754
H 1.432 0.592 0.007
H 1.832 -0.808 1.055
H -1.378 1.329 2.052
H -1.634 2.219 -0.022
*
```

---

8.
Below is an isolated molecule of C3H6N2O2 at a distorted geometry, with properties calculated with wB97M-V/def2-TZVPD.

Summary:
- Energy above the lowest of the compared OMol25 structures with the same formula, charge and spin: 176.9 kcal per mole
- Gap between HOMO and LUMO (spin up / spin down): 7.85 / 7.89 eV
- SMILES string: O=NCCCN=O
- HOMO (spin up / spin down): -8.580 / -8.596 eV

```
! RIJCOSX wB97M-V def2-TZVPD def2/J DEFGRID3
* xyz 0 1
C -0.472 -0.305 -0.828
C 0.791 0.596 -0.918
C -1.084 -0.136 0.579
N 1.583 0.304 0.290
N -0.056 -0.535 1.497
O 2.273 1.203 0.848
O -0.057 -1.654 1.941
H -1.281 -0.048 -1.539
H -0.190 -1.303 -0.641
H 1.310 0.404 -1.844
H 0.458 1.564 -0.986
H -1.327 0.809 0.955
H -1.948 -0.898 0.646
*
```

---

9.
Below is an isolated molecule of C3H6N2O2, with properties calculated with wB97M-V/def2-TZVPD.

Summary:
- Energy above the lowest of the compared OMol25 structures with the same formula, charge and spin: 55.4 kcal per mole
- Gap between HOMO and LUMO: 8.87 eV
- SMILES string: [H]/N=C/O/C=C(\N)O
- HOMO: -8.012 eV

```
! RIJCOSX wB97M-V def2-TZVPD def2/J DEFGRID3
* xyz 0 1
N 1.971 -0.354 -0.116
C 1.067 0.639 -0.447
O 1.575 1.483 -1.381
C -0.165 0.748 0.065
O -0.528 -0.137 1.088
C -1.579 -0.943 0.838
N -2.228 -0.930 -0.246
H 2.935 -0.052 -0.157
H 1.731 -0.832 0.741
H -0.926 1.439 -0.281
H 0.894 2.129 -1.609
H -1.769 -1.573 1.714
H -2.977 -1.617 -0.208
*
```

---

10.
Below is an isolated molecule of C3H6N2O2 at a distorted geometry, with properties calculated with wB97M-V/def2-TZVPD.

Summary:
- Energy above the lowest of the compared OMol25 structures with the same formula, charge and spin: 148.3 kcal per mole
- Gap between HOMO and LUMO (spin up / spin down): 8.78 / 8.78 eV
- SMILES string: O=NCCCN=O
- HOMO (spin up / spin down): -9.174 / -9.175 eV

```
! RIJCOSX wB97M-V def2-TZVPD def2/J DEFGRID3
* xyz 0 1
C 0.319 -0.416 -0.622
C 1.323 -0.061 0.480
C -0.942 0.447 -0.514
N 0.591 0.083 1.718
N -2.102 -0.381 -0.655
O 1.129 -0.266 2.744
O -3.067 0.096 -1.214
H 0.781 -0.303 -1.603
H 0.018 -1.461 -0.518
H 2.149 -0.778 0.549
H 1.748 0.930 0.278
H -0.999 0.786 0.533
H -0.948 1.324 -1.176
*
```

---

11.
Below is a cluster of 2 separate species, C3H6N2O2 in total, with properties calculated with wB97M-V/def2-TZVPD.

Summary:
- Energy above the lowest of the compared OMol25 structures with the same formula, charge and spin: 51.0 kcal per mole
- Gap between HOMO and LUMO: 9.31 eV
- SMILES string: O=c1cc[nH][nH]1.O
- HOMO: -8.526 eV

```
! RIJCOSX wB97M-V def2-TZVPD def2/J DEFGRID3
* xyz 0 1
C 0.741 0.954 1.062
C 1.603 0.009 0.633
C -0.066 1.372 -0.070
N 1.509 -0.146 -0.725
N 0.454 0.654 -1.123
O -1.000 2.149 -0.160
O -1.845 -0.753 0.156
H 0.617 1.325 2.058
H 2.337 -0.551 1.179
H 1.584 -1.061 -1.152
H 0.132 0.660 -2.079
H -2.583 -1.006 -0.403
H -1.985 0.167 0.399
*
```

---

12.
Below is an isolated molecule of C3H6N2O2, with properties calculated with wB97M-V/def2-TZVPD.

Summary:
- Energy above the lowest of the compared OMol25 structures with the same formula, charge and spin: 12.9 kcal per mole
- Gap between HOMO and LUMO: 10.96 eV
- SMILES string: CNC(=O)NC=O
- HOMO: -10.326 eV

```
! RIJCOSX wB97M-V def2-TZVPD def2/J DEFGRID3
* xyz 0 1
C 1.928 -0.755 0.554
O 0.732 1.756 0.454
C 0.085 0.779 0.130
N 0.574 -0.491 0.107
N -1.259 0.953 -0.251
C -2.178 0.082 -0.781
O -3.303 0.405 -1.081
H 2.384 0.211 0.780
H 2.506 -1.258 -0.228
H 1.934 -1.374 1.458
H -0.037 -1.274 -0.056
H -1.561 1.915 -0.170
H -1.804 -0.948 -0.918
*
```

---

Number 1: calculated total energy -8234.1134 eV. Number 2: calculated total energy -8235.7615 eV. Number 3: calculated total energy -8235.4412 eV. Number 4: calculated total energy -10279.3059 eV. Number 5: calculated total energy -10280.6964 eV. Number 6: calculated total energy -10279.3008 eV. Number 7: calculated total energy -10283.5129 eV. Number 8: calculated total energy -10277.1284 eV. Number 9: calculated total energy -10282.3937 eV. Number 10: calculated total energy -10278.3660 eV. Number 11: calculated total energy -10282.5864 eV. Number 12: calculated total energy -10284.2365 eV.